Formula: C2H5PS2
Source: the OMol25 dataset
Level of theory: wB97M-V/def2-TZVPD

total charge	0
E_LUMO	0.14	eV
relative energy (zero: lowest compared OMol25 entry of this formula, charge and spin)	64.4	kcal per mole
E_HOMO	-8.94	eV

Element x y z (Å)
C -3.248 -1.290 -1.540
C -0.462 0.870 1.311
P 1.215 0.216 -1.116
S -3.074 -0.821 -2.961
S -0.731 0.093 -0.328
H 0.524 1.257 1.215
H -0.327 0.203 2.138
H -1.262 1.481 1.579
H 0.933 0.160 -2.537
H 1.480 -1.176 -1.325

Forces on atoms 1 to 6 (eV/Å):
-0.3 -0.4 1.0
1.2 -1.7 -0.7
0.3 -0.8 -1.0
0.1 0.3 -1.1
-0.4 -0.1 0.3
0.5 1.5 0.1

Formula: C2H5PS2
Source: the OMol25 dataset
Level of theory: wB97M-V/def2-TZVPD

total charge	0
SMILES string	CC1(P)SS1
E_LUMO	0.13	eV
relative energy (zero: lowest compared OMol25 entry of this formula, charge and spin)	31.2	kcal per mole
E_HOMO	-8.24	eV

Element x y z (Å)
C -0.168 0.185 -0.313
C -0.672 -0.805 0.768
P 1.672 0.183 -0.546
S -0.969 0.010 -1.940
S -1.019 1.707 -0.807
H -1.707 -1.324 0.514
H -0.992 -0.264 1.746
H -0.053 -1.675 1.068
H 2.028 0.600 0.761
H 1.881 1.383 -1.250

Forces on atoms 1 to 6 (eV/Å):
0.1 -0.8 -0.4
-3.3 0.0 1.6
0.2 -1.0 0.2
0.2 -0.4 -0.4
-0.3 0.0 1.0
2.1 1.3 -0.1

Formula: C2H5PS2
Source: the OMol25 dataset
Level of theory: wB97M-V/def2-TZVPD

total charge	0
E_LUMO (alpha / beta)	-1.91 / -1.98	eV
relative energy (zero: lowest compared OMol25 entry of this formula, charge and spin)	102.4	kcal per mole
E_HOMO (alpha / beta)	-8.81 / -8.69	eV

Element x y z (Å)
C 0.030 0.088 -0.202
C 1.129 1.125 -0.359
P 0.261 -1.788 -0.092
S -1.497 0.589 0.259
S -4.283 -0.276 0.141
H 1.888 0.819 0.295
H 0.729 2.112 -0.130
H 1.419 0.949 -1.329
H -0.947 -2.021 0.537
H 1.272 -1.597 0.879

Forces on atoms 1 to 6 (eV/Å):
-2.4 -0.3 2.0
-2.6 -1.0 1.1
1.2 1.3 -1.8
0.9 0.3 -0.9
0.5 0.0 0.0
1.4 -0.1 0.9

Formula: C2H6
Source: the OMol25 dataset
Level of theory: wB97M-V/def2-TZVPD

total charge	0
SMILES string	CC
E_LUMO	1.37	eV
relative energy (zero: lowest compared OMol25 entry of this formula, charge and spin)	2.8	kcal per mole
E_HOMO	-11.84	eV

Element x y z (Å)
C -0.733 -0.051 -0.127
C 0.768 0.038 0.127
H -0.974 -0.824 -0.852
H -1.141 0.894 -0.480
H -1.288 -0.335 0.777
H 1.044 0.033 1.173
H 1.343 -0.774 -0.318
H 1.238 0.940 -0.284

Forces on atoms 1 to 6 (eV/Å):
-0.2 -0.2 0.3
0.8 0.2 -0.3
0.0 0.1 -0.2
0.0 0.0 0.0
0.2 0.2 -0.1
-0.2 0.0 0.4

Formula: C2H6
Source: the OMol25 dataset
Level of theory: wB97M-V/def2-TZVPD

total charge	0
SMILES string	CC
E_LUMO	1.25	eV
relative energy (zero: lowest compared OMol25 entry of this formula, charge and spin)	58.6	kcal per mole
E_HOMO	-11.19	eV

Element x y z (Å)
C 0.774 -0.030 0.035
C -0.696 0.043 0.043
H 1.002 -0.914 0.036
H 1.019 0.056 -0.925
H 1.384 0.806 0.755
H -1.186 -0.562 -0.589
H -1.096 1.096 -0.338
H -1.201 -0.495 0.983

Forces on atoms 1 to 6 (eV/Å):
-1.4 9.9 3.4
-2.2 2.9 3.4
3.2 -9.8 2.1
1.5 2.0 -4.3
-1.7 -2.8 -2.0
-0.9 -2.5 -3.3

Formula: C2H68BN2O33S2
Source: the OMol25 dataset
Level of theory: wB97M-V/def2-TZVPD

total charge	-1
E_LUMO	0.83	eV
E_HOMO	-5.47	eV

Element x y z (Å)
S -1.127 1.169 -5.019
C -1.547 2.778 -5.396
N -1.601 4.166 -5.495
B -3.022 4.641 -5.249
N -3.804 3.821 -4.233
C -4.880 3.180 -4.859
S -5.733 1.896 -5.652
H -2.931 5.744 -4.794
H -3.612 4.683 -6.281
O -1.656 -1.654 -3.263
H -1.244 -1.334 -2.447
H -1.398 -0.998 -3.929
O 0.855 6.680 -5.368
H 0.302 5.898 -5.221
H 1.745 6.386 -5.125
O -1.784 -3.239 -0.700
H -1.699 -4.196 -0.574
H -1.715 -3.122 -1.660
O -7.782 4.431 -4.139
H -7.579 4.274 -3.205
H -6.937 4.288 -4.590
O -7.889 0.145 -7.279
H -8.373 -0.333 -7.969
H -8.585 0.476 -6.692
O -2.980 -1.906 -6.350
H -3.786 -2.415 -6.179
H -2.487 -1.961 -5.518
O 1.155 -3.814 0.317
H 1.854 -3.242 -0.034
H 0.338 -3.426 -0.030
O -1.936 -2.074 2.492
H -1.851 -3.031 2.618
H -1.867 -1.957 1.533
O -7.636 7.717 -3.917
H -7.551 6.760 -3.791
H -7.567 7.834 -4.876
O -1.914 7.864 -6.246
H -1.834 8.812 -6.430
H -1.005 7.585 -6.058
O -2.394 6.088 -1.980
H -2.856 5.391 -2.469
H -2.203 6.758 -2.654
O -0.797 8.495 -1.233
H -1.350 7.713 -1.087
H 0.094 8.201 -0.991
O -2.862 -5.615 0.105
H -2.608 -6.178 0.852
H -3.783 -5.378 0.293
O 3.009 -3.181 3.113
H 2.524 -3.659 2.423
H 2.313 -2.850 3.701
O -2.091 6.684 1.066
H -2.576 6.206 0.376
H -2.787 7.015 1.654
O 5.109 -2.049 5.483
H 4.624 -2.528 4.793
H 4.413 -1.718 6.070
O -2.694 -4.789 -6.117
H -3.156 -5.487 -6.605
H -2.503 -4.119 -6.790
O -1.997 -8.040 2.186
H -2.550 -8.822 2.333
H -1.106 -8.334 2.429
O 2.655 -6.204 1.863
H 3.354 -5.632 1.512
H 1.838 -5.816 1.516
O 3.766 -3.016 8.028
H 3.969 -3.173 8.963
H 4.611 -3.159 7.577
O 6.113 -2.430 9.250
H 5.955 -1.812 9.979
H 6.578 -1.897 8.587
O 3.009 4.856 -4.113
H 2.684 4.650 -3.224
H 3.953 4.643 -4.072
O 7.206 -0.387 7.096
H 6.744 -1.084 6.608
H 7.397 0.283 6.423
O -0.945 -7.374 4.830
H -0.246 -6.801 4.479
H -1.762 -6.986 4.483
O 3.607 -5.564 9.888
H 3.835 -6.505 9.865
H 3.104 -5.425 9.072
O 1.778 8.553 -7.887
H 1.725 8.316 -6.949
H 1.644 9.512 -7.895
O 4.192 -3.614 0.741
H 4.604 -3.295 1.558
H 4.450 -2.959 0.076
O 3.907 -5.712 4.852
H 4.135 -6.653 4.828
H 3.404 -5.573 4.035
O -1.794 -9.609 6.788
H -2.256 -10.306 6.300
H -1.603 -8.939 6.115
O 1.613 11.945 -8.059
H 1.455 12.563 -7.330
H 2.078 12.478 -8.721
O 5.055 -1.773 -1.504
H 5.754 -1.201 -1.855
H 4.238 -1.385 -1.851
O 4.906 0.026 10.398
H 4.016 0.403 10.327
H 5.224 0.004 9.483
O 1.003 -1.734 7.403
H 0.450 -2.516 7.549
H 1.894 -2.029 7.645

Forces on atoms 1 to 6 (eV/Å):
-1.0 3.8 -1.2
1.6 6.3 0.6
1.0 -11.3 0.6
-0.6 2.2 -0.8
-8.9 -5.6 -3.2
6.5 0.3 2.5

Formula: C2H6AlBrClNO3P
Source: the OMol25 dataset
Level of theory: wB97M-V/def2-TZVPD

total charge	-1
E_LUMO	3.27	eV
E_HOMO	-5.02	eV

Element x y z (Å)
N 0.731 2.047 -0.593
P -0.822 1.421 -0.817
O -1.422 1.513 0.725
C -0.460 -0.461 -0.843
Br -0.923 -0.971 -2.753
C 1.010 -0.823 -0.616
O 1.235 -0.519 0.743
Al -0.155 -1.318 1.532
Cl 0.408 -3.407 1.911
O -1.196 -1.149 0.058
H 0.873 2.889 -1.127
H 1.094 2.112 0.347
H -2.377 1.636 0.675
H 1.715 -0.390 -1.323
H 1.053 -1.916 -0.756
H -0.763 -0.664 2.837

Forces on atoms 1 to 6 (eV/Å):
-0.2 0.3 -0.3
-0.1 -0.4 -0.2
-0.1 0.3 0.0
0.2 0.3 0.3
0.0 -0.2 -0.1
-0.1 -0.6 0.1

Formula: C2H6BFN2O2P
Source: the OMol25 dataset
Level of theory: wB97M-V/def2-TZVPD

total charge	-1
E_LUMO	3.54	eV
relative energy (zero: lowest compared OMol25 entry of this formula, charge and spin)	0.0	kcal per mole
E_HOMO	-4.01	eV

Element x y z (Å)
N -1.026 -2.247 1.245
P -0.266 -1.019 1.936
B 0.666 0.231 0.808
C -0.272 0.823 -0.346
O -1.476 0.938 -0.370
N 0.488 1.329 -1.531
C 0.183 0.796 -2.762
O 0.840 0.070 -3.449
F -1.044 1.196 -3.171
H -2.000 -2.268 1.522
H -1.081 -0.313 2.857
H 0.762 -1.497 2.797
H 1.610 -0.384 0.346
H 1.133 1.130 1.489
H 1.482 1.216 -1.372

Forces on atoms 1 to 6 (eV/Å):
0.0 0.3 0.2
-0.3 -0.5 -0.7
0.6 0.0 0.2
-0.9 0.5 0.0
0.6 -0.2 0.0
0.3 -0.3 -0.2

Formula: C2H6BNO
Source: the OMol25 dataset
Level of theory: wB97M-V/def2-TZVPD

total charge	0
E_LUMO	0.51	eV
relative energy (zero: lowest compared OMol25 entry of this formula, charge and spin)	50.3	kcal per mole
E_HOMO	-9.34	eV

Element x y z (Å)
B 0.028 1.318 0.086
C 1.296 -0.722 0.000
C -0.929 -0.024 0.007
N 0.024 -1.076 0.083
O 1.543 0.480 -0.100
H -0.247 1.948 -0.906
H 0.101 1.918 1.084
H 1.933 -1.587 0.149
H -1.675 -0.065 0.831
H -1.837 -0.118 -0.966
H -0.237 -2.072 -0.268

Forces on atoms 1 to 6 (eV/Å):
-0.7 -0.7 -1.8
-1.7 -0.8 0.3
-3.8 1.1 -1.2
-1.2 -4.0 -1.5
0.4 1.2 0.3
0.8 0.3 0.1

Formula: C2H6BNO
Source: the OMol25 dataset
Level of theory: wB97M-V/def2-TZVPD

total charge	0
SMILES string	B1CCON1
E_LUMO	0.78	eV
relative energy (zero: lowest compared OMol25 entry of this formula, charge and spin)	67.2	kcal per mole
E_HOMO	-9.25	eV

Element x y z (Å)
B 0.217 0.240 -1.275
C 0.610 -0.344 0.178
C -0.536 -0.016 1.084
N -0.920 1.004 -1.113
O -1.508 0.819 0.315
H 0.880 0.073 -2.306
H 0.841 -1.476 0.281
H 1.613 -0.029 0.430
H -1.108 -0.868 1.538
H -0.118 0.457 1.874
H -1.631 1.494 -1.484

Forces on atoms 1 to 6 (eV/Å):
0.7 -0.5 -0.2
0.5 -3.1 -1.3
-2.0 -0.9 -2.2
1.8 -2.8 4.6
1.8 -0.3 -0.8
-0.8 0.4 0.8

Formula: C2H6BrFNO5PS
Source: the OMol25 dataset
Level of theory: wB97M-V/def2-TZVPD

total charge	0
SMILES string	O=[PH2]N(CC(=O)Br)S(=O)(=O)F.O
E_LUMO	-1.26	eV
E_HOMO	-10.82	eV

Element x y z (Å)
O 1.547 -2.774 0.684
P 2.173 -1.506 0.041
N 1.147 -0.135 0.210
C -0.123 -0.080 -0.506
C -1.422 -0.439 0.403
O -2.292 0.451 0.581
Br -1.762 -2.204 1.223
S 1.690 1.227 1.025
O 2.533 2.189 0.213
O 0.481 2.000 1.502
F 2.633 0.779 2.361
H 2.359 -1.837 -1.355
H 3.462 -1.341 0.696
H -0.339 0.987 -0.901
H -0.093 -0.736 -1.460
O -3.827 1.255 -1.911
H -3.469 1.309 -1.015
H -4.696 0.856 -1.792

Forces on atoms 1 to 6 (eV/Å):
1.4 3.5 -1.7
-1.3 -5.8 2.0
2.2 0.1 0.8
-2.0 0.6 -1.0
-2.9 3.5 0.4
3.8 -3.8 -0.9

Formula: C2H6BrMn2O
Source: the OMol25 dataset
Level of theory: wB97M-V/def2-TZVPD

total charge	+3
E_LUMO (alpha / beta)	-15.35 / -15.22	eV
spin multiplicity	11
E_HOMO (alpha / beta)	-21.76 / -21.76	eV

Element x y z (Å)
Mn -4.022 1.107 -2.259
Mn 0.659 2.777 -0.552
Br -1.720 2.046 -1.234
C 0.261 -1.481 0.234
C 0.454 -0.127 0.806
O 1.315 0.708 0.020
H -0.092 -1.452 -0.797
H -0.495 -2.047 0.777
H 1.184 -2.054 0.323
H 0.798 -0.127 1.840
H -0.514 0.370 0.863
H 2.172 0.278 -0.019

Forces on atoms 1 to 6 (eV/Å):
0.9 0.5 0.4
0.5 -1.7 0.4
-1.1 -0.3 -0.5
0.3 -0.8 -0.3
-1.7 -0.1 1.5
-0.2 2.1 -0.9